Record 1
C36H49CrN5P2Si as an isolated structure at a distorted geometry, computed with wB97M-V/def2-TZVPD.

Summary:
Kohn-Sham gap (alpha / beta)	7.1 / 6.9	eV
2S+1	5
expectation value of S²	6.0449
LUMO (alpha / beta)	0.41 / -0.13	eV
HOMO level (alpha / beta)	-6.70 / -6.99	eV
max |F|	0.045	Eh/bohr

Geometry (Å):
Cr: 0.45887 1.32349 0.78210
C: 1.43097 -4.83092 -2.80423
C: 0.18755 -4.34149 -2.90734
C: -1.03774 -5.04845 -2.38971
C: -0.92581 -5.52983 -0.93178
C: -0.12660 -4.61696 -0.04471
C: 1.19061 -4.72200 0.12429
C: 1.96907 -5.86006 -0.49698
C: 1.80254 -6.06267 -2.02319
C: 1.19498 1.93575 2.65693
H: 2.25624 -4.40957 -3.38950
H: -0.04214 -3.44443 -3.48639
H: -1.26226 -5.92229 -3.03233
H: -1.88324 -4.34334 -2.49221
H: -1.95335 -5.58883 -0.53651
H: -0.47447 -6.53196 -0.92862
H: -0.77302 -3.95837 0.54317
H: 1.77182 -4.06897 0.79433
H: 1.68466 -6.81213 -0.02234
H: 3.03270 -5.70380 -0.28869
H: 2.77986 -6.38996 -2.40855
H: 1.05989 -6.84907 -2.20721
H: 1.69291 2.89113 2.40147
H: 1.88952 1.30486 3.23825
H: 0.27714 2.13351 3.23841
P: -0.54684 -0.41126 1.90365
P: -0.60393 0.35085 -1.03987
N: 0.43947 -1.37943 2.92796
N: -1.80708 -0.03744 3.03858
N: 0.73404 -0.54704 -1.66796
N: -1.25183 1.20203 -2.38761
C: -1.32707 -1.58508 0.74796
C: -1.80466 -0.92834 -0.56418
C: 1.82472 -1.22247 3.02555
C: 2.31536 -2.21019 3.86866
C: 1.19504 -3.00137 4.30696
C: 0.05165 -2.46028 3.73046
C: -1.60876 0.67857 4.22879
C: -2.84564 0.91743 4.80714
C: -3.84624 0.35876 3.93854
C: -3.18083 -0.20377 2.85197
C: 2.04693 -0.52028 -1.18145
C: 2.84703 -1.21176 -2.07811
C: 2.00306 -1.72347 -3.10791
C: 0.70738 -1.31504 -2.82340
C: -1.20629 1.02205 -3.77883
C: -1.96783 2.01771 -4.38737
C: -2.47015 2.86505 -3.34100
C: -2.02432 2.33882 -2.13378
H: -2.15657 -2.10112 1.26000
H: -0.53021 -2.30852 0.51174
H: -1.90123 -1.66282 -1.38530
H: -2.77568 -0.42165 -0.41010
H: 2.31215 -0.39647 2.53869
H: 3.35088 -2.34336 4.12282
H: 1.24241 -3.86232 4.95070
H: -0.98776 -2.72911 3.85047
H: -0.61215 0.94539 4.55311
H: -3.00137 1.45459 5.73045
H: -4.91065 0.40007 4.08277
H: -3.56091 -0.71251 1.97912
H: 2.28354 0.00615 -0.25155
H: 3.92170 -1.34252 -2.01043
H: 2.29194 -2.35350 -3.93791
H: -0.23956 -1.51160 -3.30949
H: -0.62696 0.22018 -4.19606
H: -2.16826 2.12671 -5.43648
H: -3.08244 3.74180 -3.44541
H: -2.16097 2.66488 -1.11682
C: -1.62659 4.27344 2.56864
Si: -0.80538 4.66437 0.94920
C: -2.17091 5.25678 -0.16416
C: 0.44243 6.01178 1.29923
N: 0.06753 3.24095 0.30609
C: 1.06126 3.53380 -0.61666
C: 0.89026 4.51946 -1.61295
C: 1.85470 4.67428 -2.60153
C: 3.01541 3.89418 -2.56850
C: 3.21546 2.94190 -1.55873
C: 2.25033 2.76978 -0.57533
H: -2.30383 5.10705 2.80186
H: -0.89697 4.20074 3.38090
H: -2.20947 3.35031 2.49272
H: -2.88906 5.81546 0.46033
H: -1.85338 5.93414 -0.96604
H: -2.70385 4.41453 -0.60686
H: 1.20053 5.70396 2.02997
H: 0.98672 6.37378 0.41910
H: -0.09195 6.87477 1.71752
H: 0.00144 5.15103 -1.60406
H: 1.69026 5.42869 -3.37448
H: 3.79028 4.03469 -3.31595
H: 4.12667 2.34724 -1.52962
H: 2.39629 2.12097 0.31558

Record 2
C36H49I2N6PSTa as an isolated structure at a distorted geometry, computed with wB97M-V/def2-TZVPD.

Summary:
Kohn-Sham gap	4.8	eV
2S+1	1
total charge	+3
LUMO	-11.24	eV
HOMO level	-16.02	eV
ΔE to the lowest compared entry with this formula, charge and spin	0.778	eV
max |F|	0.074	Eh/bohr

Geometry (Å):
Ta: 1.71030 0.55955 -0.44542
N: 0.75530 2.96165 0.90838
C: 1.72000 3.52485 1.87238
C: 3.11380 3.58005 1.25208
N: 3.60940 2.21055 1.06418
H: 0.61610 3.64745 0.16458
H: -0.14700 2.88685 1.38278
H: 1.74200 2.87435 2.75108
H: 1.42050 4.52665 2.19328
H: 3.77630 4.16225 1.90018
H: 3.07890 4.07235 0.27578
H: 3.83250 1.81735 1.97948
H: 4.48480 2.23675 0.54348
C: -5.44350 1.28045 -0.33042
C: -4.68290 0.41845 -1.35192
C: -4.18300 -0.85755 -0.66892
C: -5.63730 0.00125 -2.47942
C: -3.55160 1.26245 -1.90412
C: -3.86500 2.29665 -2.80622
C: -2.89350 3.06505 -3.39972
C: -1.57290 2.82185 -3.05512
S: -0.17090 3.60265 -3.69042
C: 0.80270 2.62355 -2.66922
N: 0.14760 1.78485 -1.86512
C: -1.21850 1.85055 -2.09962
C: -2.22460 1.06065 -1.54012
C: 2.24510 2.66695 -2.74772
C: 2.89910 3.54275 -3.62602
C: 4.27830 3.53045 -3.71512
C: 5.01410 2.64215 -2.94162
C: 4.36610 1.76485 -2.07932
C: 2.98650 1.77365 -1.96832
H: -6.31340 0.74105 0.03158
H: -5.78770 2.20685 -0.77942
H: -4.80490 1.51865 0.51728
H: -5.03500 -1.44265 -0.33782
H: -3.57860 -0.64045 0.20778
H: -3.61160 -1.45885 -1.37052
H: -6.39630 -0.66755 -2.08372
H: -5.08840 -0.51825 -3.26092
H: -6.15700 0.84205 -2.92622
H: -4.89230 2.49385 -3.05902
H: -3.13310 3.82775 -4.11902
H: -1.95640 0.28065 -0.84322
H: 2.31970 4.22315 -4.23292
H: 4.77900 4.20785 -4.38912
H: 6.09130 2.63315 -3.00522
H: 4.95700 1.05985 -1.50972
I: 0.45250 -1.01155 -3.81482
C: 2.20960 -2.05435 -4.47562
I: 3.88920 -1.66945 -3.20142
H: 2.44740 -1.71925 -5.48012
H: 1.98850 -3.11605 -4.45362
C: 0.25460 -2.46605 4.12338
C: 1.04300 -1.71585 3.05278
C: 2.39130 -2.39175 2.83178
C: 1.23740 -0.26155 3.49328
P: 0.09910 -1.61735 1.38368
C: -1.54170 -1.09785 1.99018
C: -2.43130 -1.99105 2.58338
C: -3.58570 -1.52315 3.18388
C: -3.86700 -0.16645 3.20978
C: -2.99060 0.72915 2.61318
C: -1.83760 0.26505 2.00338
C: -0.05910 -3.26395 0.42168
C: -0.23150 -4.51505 1.27848
C: -1.26400 -3.07885 -0.50222
C: 1.21050 -3.42065 -0.41842
H: 0.87270 -2.53525 5.01768
H: 0.01180 -3.48075 3.82388
H: -0.65990 -1.94795 4.39928
H: 3.01030 -2.28255 3.72048
H: 2.91980 -1.94715 1.99158
H: 2.27410 -3.45665 2.65018
H: 1.77500 -0.24505 4.43878
H: 0.28190 0.23685 3.65818
H: 1.82050 0.30315 2.75748
H: -2.22730 -3.04775 2.60118
H: -4.26070 -2.22165 3.64968
H: -4.75950 0.19445 3.69578
H: -3.20900 1.78595 2.63868
H: -1.15470 0.95755 1.51688
H: -1.13920 -4.50215 1.87348
H: 0.62090 -4.68115 1.92968
H: -0.30340 -5.37535 0.61318
H: -2.19780 -3.05355 0.05658
H: -1.32560 -3.91685 -1.19452
H: -1.17210 -2.16525 -1.09392
H: 2.09010 -3.58295 0.19978
H: 1.37970 -2.54465 -1.05242
H: 1.10000 -4.29115 -1.06232
N: 7.29730 -2.39775 1.63888
C: 6.36820 -2.02165 1.08558
N: 5.32320 -1.58815 0.46278
C: 4.25700 -1.06225 0.32768
N: 3.19100 -0.54405 0.08968

Record 3
C36H49IrN4O5S2SiTe as an isolated structure at a distorted geometry, computed with wB97M-V/def2-TZVPD.

Summary:
Kohn-Sham gap (alpha / beta)	5.7 / 5.0	eV
2S+1	2
total charge	+1
expectation value of S²	1.1839
LUMO (alpha / beta)	-4.42 / -5.08	eV
HOMO level (alpha / beta)	-10.17 / -10.08	eV
ΔE to the lowest compared entry with this formula, charge and spin	4.893	eV
max |F|	0.081	Eh/bohr

Geometry (Å):
Ir: -0.68604 -0.37174 1.05658
C: 1.49163 -0.64207 3.40488
C: 2.00179 -1.35972 2.18180
N: 0.88222 -1.90735 1.41941
C: 0.31725 -3.17667 1.90456
C: -0.55231 -3.09661 3.15673
S: -1.77145 -1.74612 3.13849
C: -1.33223 -0.69278 4.55004
C: -0.53736 0.53645 4.11181
N: 0.36618 0.20495 3.01700
H: 2.30458 -0.06507 3.84643
H: 1.15973 -1.34916 4.16185
H: 2.70403 -2.14204 2.47871
H: 2.52282 -0.65074 1.53704
H: 1.16127 -2.04292 0.44015
H: 1.12183 -3.88713 2.11778
H: -0.28871 -3.57048 1.09122
H: 0.02281 -3.00760 4.07528
H: -1.13526 -4.01430 3.21254
H: -0.81602 -1.31001 5.28426
H: -2.27832 -0.37875 4.98714
H: -0.00379 0.94752 4.97371
H: -1.22396 1.29730 3.74021
H: 0.72326 1.05199 2.55624
C: 2.29264 4.42874 -1.69369
C: 1.26512 3.51256 -1.03313
C: 0.54759 2.68408 -2.09336
C: 0.26608 4.30967 -0.18601
Si: 2.02839 2.19882 0.18601
O: 0.84740 1.25001 0.73608
C: 3.02331 3.07611 1.54517
C: 3.90154 4.13613 1.29622
C: 4.78045 4.59819 2.26804
C: 4.80247 4.01994 3.52932
C: 3.92178 2.98874 3.81472
C: 3.05009 2.53426 2.83360
C: 3.32273 1.31060 -0.88170
C: 4.61051 1.81446 -1.09110
C: 5.54746 1.10230 -1.83081
C: 5.22091 -0.13417 -2.37312
C: 3.94814 -0.65112 -2.17957
C: 3.01187 0.07139 -1.44753
H: 1.83066 4.93958 -2.54866
H: 3.15091 3.87735 -2.08428
H: 2.64058 5.20537 -1.01231
H: -0.00411 3.34315 -2.77806
H: -0.16430 2.00870 -1.62502
H: 1.25404 2.09833 -2.69114
H: -0.22686 5.07816 -0.79773
H: 0.76427 4.81826 0.64444
H: -0.51159 3.65525 0.22084
H: 3.91268 4.61975 0.32973
H: 5.45461 5.41227 2.03171
H: 5.49286 4.37772 4.28206
H: 3.91845 2.53688 4.80053
H: 2.37603 1.72539 3.07301
H: 4.90380 2.76461 -0.66203
H: 6.54067 1.51076 -1.97362
H: 5.95515 -0.69328 -2.93953
H: 3.68405 -1.62305 -2.58244
H: 2.02420 -0.34278 -1.28963
C: -5.12018 0.19877 -0.34437
Te: -3.76335 0.23714 1.27980
C: -4.03883 2.34054 1.51926
H: -4.77468 0.92476 -1.07264
H: -6.10145 0.47584 0.03843
H: -5.14795 -0.80036 -0.77371
H: -5.10034 2.53496 1.67157
H: -3.68369 2.84769 0.62508
H: -3.47945 2.67872 2.39009
O: -4.94894 -6.90182 -4.13094
C: -5.66529 -5.99129 -3.44130
O: -6.85623 -5.95026 -3.54503
C: -4.90199 -5.06671 -2.53783
C: -5.59586 -4.51539 -1.46460
C: -4.95439 -3.68241 -0.56662
C: -3.59689 -3.38319 -0.73671
S: -2.78730 -2.43308 0.49674
C: -2.91060 -3.90266 -1.83594
C: -3.56352 -4.73881 -2.72751
H: -4.01203 -6.87028 -3.91078
H: -6.64233 -4.76621 -1.34772
H: -5.48163 -3.27892 0.28870
H: -1.86289 -3.65905 -1.96942
H: -3.01698 -5.11182 -3.58748
C: 0.82202 -1.63951 -3.99562
N: -0.17051 -0.99451 -3.13334
C: -1.08194 -0.12687 -3.65836
C: -1.94635 0.56943 -2.89712
C: -1.80810 0.47614 -1.47671
O: -2.44940 1.19217 -0.67256
N: -0.90088 -0.40586 -0.99263
C: -0.10704 -1.20544 -1.76672
O: 0.63265 -2.06202 -1.28943
H: 0.35473 -1.94243 -4.92959
H: 1.21456 -2.50807 -3.47983
H: 1.64066 -0.95113 -4.20516
H: -1.06728 -0.02753 -4.73561
H: -2.66483 1.24940 -3.32523

Record 4
C36H49N3O3P3S2Zn as an isolated structure, computed with wB97M-V/def2-TZVPD.

Summary:
Kohn-Sham gap	8.5	eV
2S+1	1
total charge	+1
LUMO	-2.04	eV
HOMO level	-10.54	eV
max |F|	0.011	Eh/bohr

Geometry (Å):
Zn: 0.64469 -0.32399 -0.50417
C: -3.48529 -0.94167 1.64329
N: -2.29936 -0.65608 0.81480
P: -2.26788 0.41101 -0.52482
C: -3.11485 1.88734 0.13879
C: -4.45686 2.18846 -0.08279
C: -5.03520 3.30365 0.51229
C: -4.28173 4.12495 1.34024
C: -2.94358 3.83007 1.57338
C: -2.36407 2.72167 0.97119
C: -3.46694 -0.25932 -1.71633
C: -3.98752 -1.54412 -1.60048
C: -4.82613 -2.05720 -2.58531
C: -5.14444 -1.29142 -3.69603
C: -4.61741 -0.01073 -3.82701
C: -3.78168 0.49965 -2.84569
P: -0.81469 -1.38707 1.12102
C: -1.20463 -3.13896 1.35102
C: -1.42240 -3.72020 2.59780
C: -1.80943 -5.05416 2.68150
C: -1.97293 -5.80922 1.52754
C: -1.74939 -5.23519 0.28069
C: -1.36038 -3.90771 0.19522
C: -0.23735 -0.76779 2.72402
C: 0.83826 -1.37497 3.37897
C: 1.35214 -0.81684 4.53925
C: 0.80565 0.35710 5.05047
C: -0.25646 0.96723 4.40047
C: -0.77506 0.40845 3.23700
H: -4.23639 -0.16863 1.49765
H: -3.21450 -0.95288 2.70003
H: -3.92310 -1.90857 1.39244
H: -5.06211 1.55196 -0.71712
H: -6.07939 3.52663 0.33105
H: -4.73601 4.99458 1.80057
H: -2.34734 4.47020 2.21325
H: -1.31133 2.51099 1.13415
H: -3.74406 -2.15036 -0.73808
H: -5.23238 -3.05604 -2.48027
H: -5.80239 -1.68824 -4.45904
H: -4.85506 0.58746 -4.69792
H: -3.37009 1.49865 -2.95975
H: -1.30667 -3.13669 3.50335
H: -1.98571 -5.50103 3.65245
H: -2.27485 -6.84745 1.59838
H: -1.87152 -5.82387 -0.62115
H: -1.16963 -3.46462 -0.77815
H: 1.26681 -2.28976 2.98507
H: 2.18010 -1.29610 5.04730
H: 1.20909 0.79296 5.95665
H: -0.68878 1.87796 4.79816
H: -1.60000 0.89484 2.72600
C: 4.04875 -0.37412 1.29171
N: 4.21331 -1.69720 0.69863
C: 5.47159 -1.88288 -0.02503
C: 3.08077 -2.36515 0.36059
O: 1.97334 -1.78786 0.39159
N: 3.17074 -3.67396 0.02076
C: 2.01257 -4.32273 -0.58084
C: 4.16114 -4.57611 0.60031
H: 4.95748 -0.13044 1.84364
H: 3.20387 -0.36635 1.97363
H: 3.87799 0.37456 0.51946
H: 5.66410 -1.00222 -0.64324
H: 5.42019 -2.74603 -0.67889
H: 6.30429 -2.00785 0.66794
H: 1.45731 -3.61359 -1.18730
H: 1.34211 -4.73725 0.17795
H: 2.36047 -5.13401 -1.21991
H: 4.85480 -4.02954 1.23106
H: 4.72121 -5.10020 -0.17601
H: 3.65342 -5.32179 1.21801
C: 4.71767 2.68468 -1.06060
C: 3.79643 3.64148 -1.78065
C: 3.28633 4.76870 -0.90793
O: 2.68521 2.92227 -2.41714
P: 1.65678 1.84767 -1.91526
S: 2.17318 -0.04854 -2.31720
S: 1.22473 1.95809 0.04768
O: 0.40489 2.12582 -2.83083
C: -0.18253 3.39552 -3.27691
C: -0.56083 4.26758 -2.10306
C: 0.69987 4.10222 -4.29085
H: 5.59691 3.22656 -0.70786
H: 5.04383 1.87791 -1.71862
H: 4.21048 2.26036 -0.19446
H: 4.30386 4.06266 -2.64344
H: 2.83735 4.39249 0.01144
H: 2.54757 5.37002 -1.44112
H: 4.12447 5.41631 -0.64407
H: -1.08079 3.05293 -3.78241
H: 0.32802 4.62638 -1.57786
H: -1.18230 3.72763 -1.39240
H: -1.11802 5.13465 -2.46384
H: 1.49206 4.67453 -3.80880
H: 0.08171 4.79264 -4.86915
H: 1.15387 3.38922 -4.98004

> Which value of 2S+1 does entry 2 give?

1